# 1
Formula: C28H25N3O4ReS2
Source: OMol25
Level of theory: wB97M-V/def2-TZVPD

As for the multiplicity: 2. The largest force on an atom is 1.16 eV/Å. Its relative energy (zero: lowest compared OMol25 entry of this formula, charge and spin) is 1.031 eV. The total charge is +4. Its HOMO energy (alpha / beta) is -20.25 / -20.25 eV.

Last column: Löwdin charge in e.
Atoms and positions in Å:
Re (0.12, 0.07, -0.24)  1.615
O (-0.29, 7.05, -2.94)  0.182
N (-0.07, 5.95, -3.35)  -0.323
O (0.12, 5.61, -4.49)  0.129
C (0.02, 4.87, -2.32)  -0.014
C (0.33, 5.25, -1.06)  0.130
C (0.52, 4.27, -0.04)  -0.070
C (0.91, 4.57, 1.29)  0.122
C (1.15, 3.54, 2.17)  0.041
C (0.95, 2.22, 1.77)  -0.044
N (0.53, 1.92, 0.53)  -0.048
C (0.34, 2.94, -0.37)  -0.128
C (-0.05, 2.56, -1.67)  -0.116
N (-0.25, 1.21, -1.86)  -0.065
C (-0.65, 0.77, -3.07)  -0.016
C (-0.81, 1.63, -4.13)  0.052
C (-0.57, 2.99, -3.96)  0.147
C (-0.19, 3.50, -2.69)  -0.008
H (0.43, 6.31, -0.84)  0.163
H (1.04, 5.60, 1.60)  0.163
H (1.49, 3.73, 3.18)  0.147
H (1.15, 1.40, 2.44)  0.136
H (-0.85, -0.29, -3.18)  0.127
H (-1.12, 1.24, -5.09)  0.151
H (-0.66, 3.66, -4.80)  0.143
O (-1.67, -0.20, 0.44)  -0.621
S (-2.53, -1.26, 1.29)  1.238
C (-1.44, -2.70, 1.27)  -0.278
C (-0.01, -2.37, 1.66)  -0.210
C (0.99, -3.36, 1.07)  -0.187
C (2.41, -2.82, 0.99)  -0.256
S (2.83, -1.85, -0.49)  1.247
O (1.92, -0.52, -0.42)  -0.614
C (2.10, -2.76, -1.80)  -0.418
C (0.75, -2.59, -2.14)  -0.126
C (0.21, -3.33, -3.17)  -0.025
C (1.03, -4.24, -3.86)  0.015
C (2.36, -4.40, -3.51)  0.014
C (2.92, -3.65, -2.48)  -0.022
C (-2.42, -0.75, 2.97)  -0.418
C (-1.68, 0.35, 3.36)  -0.081
C (-1.67, 0.69, 4.71)  -0.025
C (-2.41, -0.06, 5.62)  0.006
C (-3.15, -1.16, 5.20)  0.001
C (-3.19, -1.50, 3.86)  -0.053
H (-1.52, -3.12, 0.27)  0.111
H (-1.90, -3.41, 1.97)  0.138
H (0.11, -2.29, 2.74)  0.154
H (0.25, -1.34, 1.29)  0.037
H (0.67, -3.70, 0.08)  0.106
H (1.01, -4.26, 1.69)  0.159
H (3.14, -3.64, 0.93)  0.135
H (2.70, -2.20, 1.84)  0.124
H (0.11, -1.87, -1.60)  0.059
H (-0.83, -3.23, -3.45)  0.131
H (0.61, -4.81, -4.68)  0.143
H (2.98, -5.11, -4.05)  0.145
H (3.97, -3.76, -2.23)  0.141
H (-1.16, 0.96, 2.64)  0.072
H (-1.09, 1.54, 5.05)  0.126
H (-2.44, 0.24, 6.66)  0.139
H (-3.72, -1.74, 5.91)  0.141
H (-3.82, -2.32, 3.52)  0.135

***

# 2
Formula: C4H7NO
Source: OMol25
Level of theory: wB97M-V/def2-TZVPD

As for the multiplicity: 1. The largest force on an atom is 0.47 eV/Å. Its relative energy (zero: lowest compared OMol25 entry of this formula, charge and spin) is 0.707 eV. Its HOMO energy is -9.73 eV. The structure (SMILES) is C[C@H]1CC(=O)N1.

Last column: Löwdin charge in e.
Atoms and positions in Å:
C (1.47, 0.37, 0.64)  -0.064
C (0.41, 0.01, -0.39)  -0.352
C (-0.62, -1.08, -0.01)  -0.026
C (-1.69, 0.01, -0.22)  -0.486
O (-2.89, 0.07, -0.21)  0.071
N (-0.71, 0.95, -0.48)  0.109
H (1.95, 1.32, 0.39)  0.075
H (1.02, 0.47, 1.63)  0.082
H (2.24, -0.41, 0.68)  0.079
H (0.87, -0.18, -1.37)  0.136
H (-0.71, -1.91, -0.71)  0.115
H (-0.56, -1.46, 1.01)  0.116
H (-0.79, 1.84, -0.95)  0.145

***

# 3
Formula: C18H21NO5
Source: OMol25
Level of theory: wB97M-V/def2-TZVPD

As for the multiplicity: 1. The largest force on an atom is 0.69 eV/Å. Its relative energy (zero: lowest compared OMol25 entry of this formula, charge and spin) is 2.724 eV. Its HOMO energy is -8.42 eV. The structure (SMILES) is COc1cc(C(=O)NCCOc2ccccc2)cc(OC)c1OC.

Last column: Löwdin charge in e.
Atoms and positions in Å:
C (-4.95, -2.14, 0.63)  -0.065
O (-3.61, -2.39, 0.25)  -0.056
C (-2.75, -1.39, -0.05)  -0.181
C (-1.46, -1.83, -0.34)  0.065
C (-0.47, -0.95, -0.70)  -0.129
C (0.91, -1.46, -0.98)  -0.450
O (1.46, -2.30, -0.30)  0.085
N (1.49, -0.90, -2.08)  0.076
C (2.91, -1.01, -2.31)  -0.143
C (3.59, 0.35, -2.08)  -0.174
O (3.06, 1.03, -0.97)  -0.061
C (3.23, 0.50, 0.29)  -0.271
C (4.17, -0.46, 0.64)  -0.026
C (4.25, -0.89, 1.95)  -0.076
C (3.41, -0.38, 2.92)  -0.096
C (2.49, 0.59, 2.58)  -0.079
C (2.39, 1.03, 1.28)  -0.014
C (-0.74, 0.41, -0.77)  0.022
C (-2.01, 0.88, -0.46)  -0.183
O (-2.36, 2.20, -0.50)  -0.090
C (-1.39, 3.14, -0.89)  -0.071
C (-3.03, -0.02, -0.09)  -0.128
O (-4.31, 0.45, 0.16)  -0.113
C (-4.44, 1.32, 1.27)  -0.066
H (-5.49, -1.59, -0.14)  0.097
H (-5.40, -3.13, 0.75)  0.094
H (-5.01, -1.60, 1.57)  0.093
H (-1.25, -2.89, -0.28)  0.135
H (1.00, -0.17, -2.56)  0.138
H (3.11, -1.35, -3.33)  0.123
H (3.27, -1.76, -1.60)  0.111
H (4.68, 0.22, -2.00)  0.121
H (3.38, 1.02, -2.92)  0.126
H (4.83, -0.88, -0.10)  0.108
H (4.98, -1.65, 2.21)  0.105
H (3.48, -0.73, 3.94)  0.099
H (1.83, 1.00, 3.33)  0.103
H (1.68, 1.79, 1.00)  0.106
H (0.05, 1.10, -1.02)  0.098
H (-1.90, 4.11, -0.86)  0.097
H (-1.04, 2.96, -1.91)  0.099
H (-0.54, 3.16, -0.20)  0.093
H (-3.94, 2.28, 1.10)  0.083
H (-5.51, 1.49, 1.38)  0.095
H (-4.05, 0.86, 2.18)  0.099